Entry 1:
62
Properties=species:S:1:pos:R:3 method="wB97M-V/def2-TZVPD" multiplicity=3 s_squared=2.013 fmax_ha_per_bohr=0.055 total_energy_ev=-84780.4445 homo_lumo_gap_ev="8.225 / 5.744" e_lumo_ha="-0.1148 / -0.2079" total_charge=+1 homo_energy_ev="-11.349 / -11.403" de_lowest_ev=1.2306
Au 1.708 -1.480 0.831
N 1.997 -5.255 -0.944
C 0.638 -5.331 -0.731
C -0.310 -6.298 -1.032
C -1.609 -6.041 -0.642
C -1.960 -4.857 0.015
C -1.028 -3.886 0.316
C 0.288 -4.142 -0.054
N 1.429 -3.410 0.121
C 2.427 -4.088 -0.415
C 3.774 -3.589 -0.372
C 4.932 -4.172 -0.827
S 6.275 -3.165 -0.502
C 5.202 -2.027 0.225
N 3.965 -2.375 0.222
H 2.573 -5.949 -1.395
H -0.035 -7.211 -1.536
H -2.378 -6.771 -0.846
H -2.989 -4.709 0.300
H -1.292 -2.966 0.813
H 5.064 -5.112 -1.325
H 5.560 -1.109 0.644
S 0.704 -0.379 -1.132
Sb -0.476 1.256 0.279
C 0.823 2.599 -0.959
C 2.081 2.982 -0.554
C 2.740 3.962 -1.287
C 2.138 4.495 -2.416
C 0.888 4.057 -2.823
C 0.215 3.091 -2.089
C -0.840 2.880 1.733
C -1.952 2.735 2.543
C -2.219 3.697 3.506
C -1.362 4.771 3.669
C -0.235 4.888 2.876
C 0.027 3.946 1.889
C -2.385 0.964 -0.688
C -2.492 0.013 -1.694
C -3.683 -0.132 -2.387
C -4.777 0.652 -2.060
C -4.668 1.599 -1.056
C -3.471 1.767 -0.376
H 2.532 2.519 0.316
H 3.713 4.304 -0.964
H 2.657 5.248 -2.991
H 0.417 4.470 -3.703
H -0.764 2.747 -2.385
H -2.590 1.864 2.457
H -3.090 3.594 4.136
H -1.563 5.513 4.426
H 0.451 5.710 3.015
H 0.902 4.066 1.261
H -1.633 -0.597 -1.956
H -3.745 -0.850 -3.191
H -5.709 0.530 -2.592
H -5.514 2.223 -0.811
H -3.387 2.534 0.381
O 0.168 1.015 3.658
S 0.412 0.046 2.659
O 0.856 -1.275 3.046
O 1.430 0.571 1.632
O -0.830 -0.130 1.767

---

Entry 2:
60
Properties=species:S:1:pos:R:3 method="wB97M-V/def2-TZVPD" fmax_ha_per_bohr=0.011 total_energy_ev=-146375.4228 homo_lumo_gap_ev=5.493 e_lumo_ha=0.1551 total_charge=-2 homo_energy_ev=-1.271
Cu -0.898 1.760 1.526
O -2.434 3.121 7.284
C -2.051 2.902 5.979
C -0.717 2.897 5.610
C -0.403 2.663 4.281
N -1.356 2.488 3.367
C -2.638 2.431 3.732
C -3.038 2.656 5.039
C -3.632 1.978 2.643
O -4.830 2.222 2.860
O -3.096 1.370 1.686
C 1.064 2.494 3.825
O 1.919 2.965 4.598
O 1.199 1.857 2.759
H -1.633 3.250 7.802
H 0.092 3.052 6.315
H -4.086 2.619 5.295
O 0.398 3.819 -0.604
C 0.711 2.634 -0.654
O -0.003 1.631 -0.288
C 2.028 2.211 -1.297
C 1.848 1.130 -2.368
Ge 0.844 -0.462 -1.840
C 1.219 -1.734 -3.354
C 1.972 -1.388 -4.475
C 2.179 -2.277 -5.527
C 1.633 -3.549 -5.480
C 0.875 -3.920 -4.375
C 0.673 -3.022 -3.337
C -1.100 -0.530 -1.824
C -1.755 -1.526 -1.108
C -3.144 -1.589 -1.075
C -3.896 -0.659 -1.771
C -3.255 0.341 -2.490
C -1.871 0.407 -2.510
C 1.618 -1.390 -0.303
C 1.295 -1.028 1.005
C 1.871 -1.677 2.089
C 2.780 -2.704 1.884
C 3.119 -3.074 0.590
C 2.544 -2.420 -0.491
H 2.657 1.825 -0.490
H 2.509 3.098 -1.713
H 2.824 0.740 -2.673
H 1.379 1.541 -3.268
H 2.412 -0.400 -4.544
H 2.769 -1.971 -6.384
H 1.791 -4.245 -6.295
H 0.436 -4.910 -4.325
H 0.070 -3.335 -2.492
H -1.183 -2.239 -0.522
H -3.635 -2.344 -0.473
H -4.977 -0.684 -1.719
H -3.836 1.097 -3.005
H -1.391 1.229 -3.028
H 0.617 -0.205 1.186
H 1.620 -1.351 3.090
H 3.233 -3.206 2.732
H 3.839 -3.868 0.420
H 2.819 -2.723 -1.495